ORCA calculation (ωB97M-V/def2-TZVPD) on a 5-piece molecular cluster, C19H40FNO13PS5 overall in a non-equilibrium geometry.

```
! RIJCOSX wB97M-V def2-TZVPD def2/J DEFGRID3
* xyz 1 1
S -0.2714 3.7246 5.0499
S -0.8106 0.4812 -0.0180
S 2.8376 -1.7734 2.2447
S -5.4373 -3.3139 -0.7699
S 3.8278 -0.4144 -6.9360
P -2.1429 1.5344 -1.3902
F 1.2843 -0.8896 -2.4848
O 4.1959 0.9591 -6.7125
O 1.3750 2.9273 1.7222
O 0.3534 2.6024 4.3668
O -4.4080 -2.4356 -0.2513
O -1.6303 4.0759 4.7434
O 4.7143 -1.3195 -7.6154
O -5.7884 -4.5186 -0.0710
O 0.4503 2.6444 0.6650
O 3.2426 -2.7229 1.2432
O -2.2252 3.0159 -0.8617
O -1.4227 1.7671 -2.7658
O -0.8305 -1.1233 -3.0712
O 1.6652 -0.9465 2.0035
N -3.4255 0.7097 -1.4408
C 1.4912 -1.6106 -6.9735
C -6.1948 -3.0512 -3.3135
C 4.5281 -1.0339 4.1631
C -6.9024 -2.3384 -1.0863
C -0.0644 3.4983 6.8094
C 4.0700 -2.4736 4.4387
C 3.3270 -1.1633 -5.3772
C 0.7949 5.1643 4.8973
C 0.7722 1.4067 0.1355
C -6.7228 -1.8472 -2.5201
C 1.8169 -1.4056 -5.4872
C 1.2628 4.1847 7.1209
C 4.2343 -0.7339 2.6868
C 2.6793 -2.5955 3.8216
C 1.2563 5.4970 6.3232
C -5.0621 -3.6803 -2.4910
C 2.2167 -0.4918 -7.7154
C -0.0211 -1.0400 -2.2242
C -0.2710 -1.0835 -0.7416
H -0.9003 3.9993 7.2954
H -0.8199 2.5273 -2.7846
H 1.8644 -2.5810 -7.3057
H 5.0608 -1.0156 2.0377
H -4.0976 -3.2308 -2.7198
H 1.6288 4.8922 4.2527
H 3.9676 -0.3451 4.7974
H 0.8531 2.7073 2.5199
H 2.3540 -3.6195 3.6551
H 1.3753 4.3594 8.1887
H -7.7593 -3.0042 -0.9933
H 3.9664 0.3058 2.5146
H 2.3467 -0.6755 -8.7788
H -6.9965 -3.7779 -3.4524
H -5.8424 -2.7603 -4.3011
H 2.2367 5.9684 6.3136
H 0.5593 6.1999 6.7811
H 1.3627 0.8079 0.8201
H 3.5856 -0.4823 -4.5706
H 1.2755 -0.5360 -5.1136
H 0.4193 -1.5812 -7.1616
H -6.9652 -1.5406 -0.3505
H 3.8835 -2.0916 -5.2677
H 5.5845 -0.8965 4.3829
H 1.9331 -2.0535 4.4021
H 0.6435 -1.3171 -0.1954
H -5.9933 -1.0345 -2.5465
H 1.5138 -2.2621 -4.8877
H 1.2731 1.4535 -0.8331
H 1.7325 0.4712 -7.5575
H 4.0481 -2.6949 5.5033
H -7.6585 -1.4714 -2.9290
H 2.0932 3.5552 6.7942
H -0.0807 2.4356 7.0388
H -5.0056 -4.7592 -2.6070
H -3.3612 -0.1392 -0.8822
H -2.7889 3.0406 -0.0684
H 0.2221 5.9661 4.4397
H -1.0301 -1.8259 -0.5096
H 4.7515 -3.1804 3.9625
*
```

LUMO level = -0.11454 Eh
E = -114632.67849 eV
Kohn-Sham gap = 8.76 eV

=====

ORCA calculation (ωB97M-V/def2-TZVPD) on C19H40MnP2 as an isolated structure in a non-equilibrium geometry.

```
! RIJCOSX wB97M-V def2-TZVPD def2/J DEFGRID3
* xyz 2 4
Mn 2.9788 1.1673 -3.4131
P -0.9954 1.1091 -2.2806
P 2.7263 -1.3438 -0.7433
C 1.6599 0.9219 -5.2514
C 4.3327 -0.5328 -0.4886
C -0.9925 2.8814 -2.6207
C 4.9610 1.9344 -4.2227
C 1.2657 -0.8217 1.1769
C 0.8020 0.5042 -2.4927
C 2.3244 -0.0558 -6.1500
C 2.2797 2.1451 -4.8416
C 1.4533 -0.8574 -2.1725
C -1.0246 -1.5418 1.9108
C 3.7247 -0.5050 -5.6931
C 0.2515 -0.7470 2.2326
C 4.7880 0.5683 -3.6103
C -1.3793 0.8011 -0.5660
C 3.9753 -0.4569 -4.1909
C 3.1862 -3.0501 -1.1897
C -0.0161 0.6747 2.7681
C -2.0334 0.3062 -3.4888
C 3.7657 2.4632 -5.0921
H -2.4421 1.0905 -0.4149
H 0.9205 1.2566 2.8833
H 4.4010 0.5371 -0.8093
H -0.7005 1.3833 0.0517
H 0.7134 -1.2711 3.0772
H 3.8586 -1.5249 -6.1098
H -0.7910 -2.5110 1.4328
H 5.1159 2.6955 -3.4426
H -1.6416 -0.9078 1.2375
H 4.5516 -0.5789 0.5782
H -1.5805 -1.6961 2.8466
H -1.1200 3.0921 -3.6734
H 2.4802 -3.4236 -1.9401
H 5.8781 1.9072 -4.8694
H 5.3955 0.2929 -2.7128
H -1.9936 0.8080 -4.4618
H -0.6995 1.1713 2.0722
H 1.7024 2.8381 -4.1440
H 4.4797 0.0794 -6.2380
H -1.7467 -0.7433 -3.6357
H 1.3923 1.4247 -2.2162
H 3.7939 3.5501 -5.1499
H -1.1844 -0.2611 -0.3984
H -0.5148 0.5789 3.7401
H 0.6557 0.4013 -3.5688
H 5.1049 -1.1094 -1.0369
H -0.0602 3.3236 -2.2926
H -3.0891 0.2965 -3.1653
H 3.0790 -3.6159 -0.2532
H 4.2182 -3.0668 -1.5638
H 4.0284 -1.5113 -3.8146
H 1.3489 -1.8230 0.7504
H 2.3900 0.2221 -7.2232
H 2.2322 -0.3157 1.3403
H 0.5861 1.0680 -5.4681
H 3.9039 2.1754 -6.1111
H -1.7974 3.3523 -2.0689
H 0.6970 -1.6694 -2.1703
H 1.6670 -0.9406 -6.1236
H 2.2129 -1.0832 -2.9641
*
```

Energy relative to the best compared isomer or geometry (same formula, charge and spin) = 0.00 kcal per mole
LUMO level (alpha / beta) = -0.30068 / -0.30119 Eh
E = -70223.79588 eV
Kohn-Sham gap (alpha / beta) = 4.73 / 3.24 eV

=====

What is the E in the second record? -70223.79588 eV